P) ORCA calculation (the ωB97M-V functional and the def2-TZVPD basis) on 7 unconnected molecules or ions with the total composition C14H42O7.

```
! wB97M-V def2-TZVPD RIJCOSX def2/J DEFGRID3
* xyz 0 1
C 0.35 1.06 0.23
C -0.40 -0.27 0.32
O -0.26 -0.90 -0.92
H 1.28 0.87 -0.29
H 0.55 1.54 1.18
H -0.20 1.75 -0.42
H -1.47 -0.10 0.43
H 0.01 -0.93 1.08
H -1.05 -0.60 -1.38
C -1.95 -0.76 -3.87
C -3.00 -0.70 -2.83
O -2.69 0.29 -1.86
H -1.55 0.22 -4.14
H -2.42 -0.97 -4.83
H -1.12 -1.43 -3.66
H -3.25 -1.66 -2.40
H -3.93 -0.42 -3.32
H -3.51 0.76 -1.69
C -0.42 5.37 2.50
C 0.86 4.78 3.03
O 1.89 5.25 2.23
H -0.40 6.46 2.47
H -1.12 5.13 3.30
H -0.67 4.85 1.57
H 0.98 3.71 2.89
H 1.05 5.07 4.07
H 1.50 5.46 1.38
C -3.29 -1.90 1.98
C -4.55 -2.63 2.61
O -4.63 -4.01 2.34
H -3.18 -0.87 2.33
H -3.62 -1.57 1.00
H -2.35 -2.45 1.91
H -5.49 -2.13 2.36
H -4.41 -2.47 3.68
H -4.87 -4.43 3.17
C 3.54 -0.59 -1.74
C 2.78 -1.73 -1.07
O 3.71 -2.72 -0.75
H 4.53 -0.41 -1.34
H 3.14 0.42 -1.79
H 3.64 -0.79 -2.81
H 2.06 -2.12 -1.79
H 2.39 -1.42 -0.10
H 3.12 -3.40 -0.42
C -1.51 -4.44 -2.14
C -1.87 -4.03 -0.72
O -0.73 -3.47 -0.15
H -0.86 -5.31 -2.16
H -0.85 -3.70 -2.58
H -2.39 -4.56 -2.77
H -2.11 -4.91 -0.12
H -2.68 -3.31 -0.68
H -0.72 -2.54 -0.36
C 5.29 2.42 1.01
C 4.52 3.69 0.63
O 3.27 3.43 0.05
H 5.40 1.79 0.13
H 4.96 1.70 1.76
H 6.29 2.67 1.38
H 5.09 4.12 -0.20
H 4.59 4.40 1.45
H 2.74 3.46 0.85
*
```

Results
Orbital gap = 9.9 eV
LUMO energy = 0.275 eV

Atomic partial charges in e from the natural (NBO) method, atoms 1 to 6: -0.639 -0.078 -0.745 0.228 0.198 0.205

Q) ORCA calculation (the ωB97M-V functional and the def2-TZVPD basis) on 7 unconnected molecules or ions with the total composition C14H42O7.

```
! wB97M-V def2-TZVPD RIJCOSX def2/J DEFGRID3
* xyz 0 1
C -1.71 -4.51 1.28
C -2.30 -3.72 2.43
O -3.21 -2.72 1.93
H -2.50 -5.07 0.80
H -0.89 -5.15 1.61
H -1.26 -3.79 0.59
H -1.49 -3.28 3.01
H -2.86 -4.41 3.06
H -4.07 -3.09 1.73
C -1.48 0.91 3.78
C -0.08 0.82 3.14
O 0.24 -0.55 2.93
H -2.25 0.40 3.19
H -1.78 1.96 3.88
H -1.50 0.45 4.77
H 0.72 1.35 3.66
H -0.17 1.28 2.15
H -0.32 -0.84 2.20
C -2.16 1.27 -3.70
C -1.15 0.49 -4.53
O -1.83 -0.33 -5.47
H -2.85 0.63 -3.13
H -2.82 1.92 -4.28
H -1.65 1.92 -2.99
H -0.54 -0.18 -3.91
H -0.50 1.19 -5.05
H -1.24 -1.05 -5.71
C 0.24 -0.12 -0.80
C -0.91 -1.12 -0.62
O -1.41 -0.91 0.69
H -0.07 0.93 -0.77
H 0.77 -0.18 -1.76
H 1.03 -0.26 -0.07
H -0.57 -2.15 -0.72
H -1.64 -0.94 -1.41
H -2.17 -1.48 0.87
C -1.04 3.70 -0.12
C -0.96 5.22 0.12
O 0.36 5.67 -0.14
H -0.32 3.14 0.48
H -0.80 3.54 -1.17
H -2.06 3.36 0.10
H -1.27 5.49 1.14
H -1.69 5.69 -0.55
H 0.42 6.58 0.16
C 2.41 -3.42 -1.19
C 3.48 -4.41 -1.64
O 4.72 -4.06 -1.04
H 1.45 -3.92 -1.35
H 2.52 -2.50 -1.76
H 2.47 -3.24 -0.11
H 3.51 -4.33 -2.74
H 3.26 -5.46 -1.43
H 5.30 -4.82 -1.06
C 3.18 1.81 1.35
C 2.64 3.05 0.68
O 1.86 3.78 1.61
H 2.41 1.17 1.78
H 3.80 2.12 2.20
H 3.85 1.25 0.70
H 2.04 2.77 -0.20
H 3.46 3.67 0.30
H 1.37 4.44 1.10
*
```

Results
Orbital gap = 9.8 eV
LUMO energy = 0.553 eV

Atomic partial charges in e from the natural (NBO) method, atoms 1 to 6: -0.630 -0.067 -0.751 0.199 0.218 0.206

R) ORCA calculation (the ωB97M-V functional and the def2-TZVPD basis) on 7 unconnected molecules or ions with the total composition C14H42O7.

```
! wB97M-V def2-TZVPD RIJCOSX def2/J DEFGRID3
* xyz 0 1
C 0.99 4.21 2.92
C 0.83 2.72 2.75
O 1.58 2.23 1.63
H 0.69 4.72 2.01
H 2.04 4.50 3.11
H 0.47 4.59 3.80
H -0.22 2.48 2.54
H 1.11 2.19 3.67
H 2.48 2.03 1.90
C 0.12 -2.23 3.03
C -0.24 -3.14 4.21
O 0.79 -4.07 4.53
H 0.49 -1.26 3.36
H -0.77 -2.01 2.44
H 0.90 -2.70 2.44
H -1.16 -3.69 3.99
H -0.42 -2.55 5.11
H 0.66 -4.85 3.98
C -1.10 4.33 -0.04
C -1.53 3.76 -1.36
O -2.01 2.42 -1.18
H -0.37 3.64 0.39
H -1.95 4.39 0.65
H -0.64 5.32 -0.12
H -0.70 3.72 -2.06
H -2.31 4.38 -1.81
H -2.92 2.45 -0.86
C 0.46 -1.75 -0.97
C 0.60 -0.45 -0.23
O -0.69 -0.12 0.29
H -0.40 -1.71 -1.63
H 0.30 -2.57 -0.27
H 1.35 -1.93 -1.57
H 0.91 0.36 -0.89
H 1.34 -0.56 0.56
H -0.79 0.83 0.41
C 0.28 -5.81 -3.02
C -0.71 -4.74 -2.62
O -0.96 -4.87 -1.22
H 0.45 -5.79 -4.10
H -0.10 -6.80 -2.78
H 1.24 -5.69 -2.53
H -1.64 -4.83 -3.19
H -0.24 -3.77 -2.79
H -1.78 -4.41 -1.01
C 4.58 2.86 -0.94
C 3.26 2.22 -1.29
O 2.15 3.07 -1.07
H 5.42 2.22 -1.24
H 4.72 3.04 0.14
H 4.69 3.82 -1.44
H 3.11 1.28 -0.74
H 3.28 1.97 -2.35
H 1.83 2.92 -0.17
C -2.98 -0.62 -2.48
C -3.81 -0.72 -1.19
O -3.17 -1.48 -0.18
H -2.85 -1.59 -2.95
H -2.00 -0.21 -2.22
H -3.49 0.08 -3.15
H -4.78 -1.18 -1.40
H -3.99 0.29 -0.81
H -2.39 -0.95 0.06
*
```

Results
Orbital gap = 10.2 eV
LUMO energy = 0.479 eV

Atomic partial charges in e from the natural (NBO) method, atoms 1 to 6: -0.638 -0.064 -0.756 0.218 0.207 0.218

Consider the structures shown above. The least stable of them is P).